No. 1
130
Properties=species:S:1:pos:R:3:mulliken_charge:R:1 method="wB97M-V/def2-TZVPD" total_charge=-1 homo_energy_ev=-4.977 orbital_gap_ev=6.94
N 3.379 6.994 -2.304 -0.710
C 1.985 7.464 -2.531 -0.085
C 1.246 7.676 -1.144 -0.456
C 0.133 6.576 -0.862 -1.093
N -1.067 6.729 -1.730 0.501
C -2.154 7.453 -1.073 0.829
F -2.872 6.520 -0.256 -0.409
C -3.176 8.097 -2.103 -0.737
C -4.592 8.253 -1.418 0.141
O -4.769 8.967 -0.501 -0.395
I -6.298 7.156 -2.209 -0.100
C -1.679 8.624 -0.122 0.067
O -1.679 8.437 1.104 -0.727
O -1.328 9.788 -0.581 -0.784
P -1.551 5.145 -2.248 1.030
O -1.407 4.098 -1.200 -0.611
O -0.665 4.804 -3.620 -0.610
O -3.131 5.088 -2.742 -0.526
H 3.799 7.484 -1.515 0.283
H 3.392 6.001 -2.060 0.250
H 1.425 6.829 -3.259 -0.091
H 2.093 8.484 -3.001 0.280
H 1.998 7.528 -0.317 0.423
H 0.812 8.703 -1.058 0.273
H 0.631 5.597 -1.132 0.427
H -0.102 6.483 0.232 0.411
H -2.870 9.152 -2.357 0.357
H -3.224 7.546 -3.071 0.437
H -0.202 5.622 -3.882 0.320
H -3.675 4.845 -1.968 0.330
C 1.548 -2.273 -1.886 -1.375
C 0.624 -1.405 -1.039 0.191
C -0.856 -1.595 -1.364 -0.828
C -1.266 -1.223 -2.790 -0.346
C -0.955 0.215 -3.204 -0.731
C -1.683 1.260 -2.366 -0.611
H 1.483 -2.017 -2.945 0.303
H 2.586 -2.134 -1.576 0.435
H 1.302 -3.332 -1.771 0.241
H 0.907 -0.353 -1.148 0.213
H 0.781 -1.656 0.015 0.082
H -1.449 -1.013 -0.652 0.351
H -1.125 -2.644 -1.189 0.352
H -2.342 -1.397 -2.895 0.269
H -0.782 -1.906 -3.498 0.320
H -1.249 0.343 -4.251 0.404
H 0.124 0.400 -3.165 0.264
H -2.765 1.111 -2.413 0.268
H -1.465 2.260 -2.736 -0.096
H -1.374 1.224 -1.320 0.275
C 1.975 1.103 1.924 -1.270
C 2.673 1.203 3.274 0.089
C 3.120 -0.148 3.831 -0.802
C 1.993 -1.146 4.111 -0.489
C 0.917 -0.658 5.080 -0.357
C 1.449 -0.356 6.475 -1.010
H 1.045 0.534 1.991 0.238
H 1.726 2.099 1.553 0.467
H 2.622 0.621 1.185 0.280
H 2.018 1.713 3.988 -0.087
H 3.557 1.839 3.162 0.342
H 3.692 0.022 4.749 0.353
H 3.819 -0.609 3.124 0.382
H 2.438 -2.065 4.509 0.396
H 1.514 -1.429 3.169 0.063
H 0.150 -1.435 5.162 0.365
H 0.415 0.227 4.680 0.233
H 1.932 -1.236 6.909 0.374
H 0.629 -0.063 7.135 0.361
H 2.171 0.463 6.462 0.072
C -5.956 -4.991 -5.181 -1.239
C -5.111 -4.418 -4.050 -0.525
C -3.713 -3.987 -4.493 0.079
C -2.822 -5.104 -5.038 -0.911
C -2.584 -6.273 -4.084 -0.253
C -1.866 -5.869 -2.801 -1.184
H -5.522 -5.907 -5.586 0.283
H -6.958 -5.233 -4.819 0.382
H -6.059 -4.269 -5.995 0.299
H -5.046 -5.146 -3.236 0.240
H -5.626 -3.545 -3.639 0.437
H -3.212 -3.503 -3.650 -0.362
H -3.810 -3.216 -5.265 0.506
H -1.855 -4.669 -5.314 0.341
H -3.251 -5.491 -5.968 0.395
H -1.975 -7.021 -4.602 0.345
H -3.529 -6.765 -3.837 0.236
H -0.905 -5.399 -3.023 0.171
H -1.676 -6.750 -2.182 0.403
H -2.463 -5.172 -2.208 0.414
C -0.752 5.455 9.194 -1.168
C 0.432 5.910 8.349 -0.441
C 0.717 4.996 7.157 -0.841
C 1.095 3.556 7.513 0.148
C 2.315 3.403 8.421 -0.500
C 3.601 3.939 7.804 -1.129
H -0.568 4.482 9.656 0.273
H -0.940 6.171 9.997 0.378
H -1.658 5.383 8.588 0.290
H 1.321 6.002 8.981 0.236
H 0.222 6.914 7.969 0.366
H 1.513 5.443 6.554 0.358
H -0.168 4.970 6.512 0.392
H 1.277 3.009 6.581 -0.269
H 0.241 3.063 7.987 0.341
H 2.451 2.338 8.637 0.339
H 2.138 3.891 9.384 0.338
H 3.813 3.446 6.852 0.212
H 4.446 3.756 8.473 0.386
H 3.547 5.016 7.630 0.294
C 2.426 -11.552 -4.222 -1.188
C 3.238 -10.303 -3.905 -0.351
C 2.848 -9.642 -2.583 -0.807
C 1.408 -9.131 -2.506 -0.846
C 1.016 -8.116 -3.580 0.352
C 1.827 -6.828 -3.524 -1.349
H 1.366 -11.322 -4.354 0.284
H 2.781 -12.009 -5.148 0.376
H 2.521 -12.293 -3.424 0.290
H 3.150 -9.588 -4.729 0.239
H 4.296 -10.580 -3.853 0.389
H 3.539 -8.816 -2.386 0.309
H 3.003 -10.360 -1.770 0.388
H 1.255 -8.679 -1.520 0.387
H 0.718 -9.979 -2.556 0.350
H -0.040 -7.866 -3.447 -0.263
H 1.102 -8.561 -4.577 0.329
H 1.734 -6.350 -2.545 0.268
H 1.469 -6.122 -4.277 0.372
H 2.886 -7.009 -3.719 0.405



No. 2
25
Properties=species:S:1:pos:R:3:nbo_charge:R:1 method="wB97M-V/def2-TZVPD" e_above_lowest_kj_mol=0.00 total_charge=0 homo_energy_ev=-8.110 orbital_gap_ev=8.26
C 0.618 2.245 0.574 -0.624
C 0.856 0.587 -1.341 -0.631
C -1.137 2.045 -1.160 -0.639
C -0.100 1.226 -0.320 -0.460
N 0.271 -3.284 0.439 -1.486
N 0.253 -0.926 1.938 -1.524
Si 1.290 -2.251 1.442 1.527
Si -1.180 -2.877 -0.467 0.934
Si -0.861 -0.221 0.790 1.151
H -0.006 2.400 1.565 0.201
H 1.559 1.946 0.910 0.208
H 0.779 3.301 0.108 0.218
H 1.712 -0.048 -0.897 0.212
H 1.350 1.309 -1.924 0.203
H 0.023 0.068 -1.935 0.222
H -2.036 1.673 -1.682 0.230
H -1.664 2.616 -0.368 0.213
H -0.384 2.662 -1.754 0.212
H 0.286 -4.223 0.656 0.404
H 0.582 -0.161 2.514 0.412
H 1.517 -2.972 2.689 -0.220
H 2.626 -1.816 0.892 -0.214
H -1.080 -2.520 -1.872 -0.205
H -1.929 -4.218 -0.386 -0.164
H -2.085 0.437 1.590 -0.181



No. 3
23
Properties=species:S:1:pos:R:3:nbo_charge:R:1 method="wB97M-V/def2-TZVPD" e_above_lowest_kj_mol=209.31 smiles="CC(C)(C)/N=C1/NC(=O)[C@@H]([O-])O1" total_charge=-1 homo_energy_ev=-3.464 orbital_gap_ev=6.74
C 1.271 -1.175 0.692 -0.644
C 0.460 0.017 1.199 0.094
C 1.284 1.304 1.003 -0.624
C 0.153 -0.104 2.692 -0.600
N -0.854 0.185 0.537 -0.603
C -0.829 0.158 -0.711 0.728
N -2.086 0.127 -1.331 -0.630
C -1.966 -0.006 -2.616 0.606
O -2.870 -0.224 -3.417 -0.662
C -0.375 0.051 -2.924 0.343
O 0.109 0.926 -3.677 -0.829
O 0.098 0.133 -1.598 -0.511
H 1.590 -1.095 -0.378 0.248
H 1.969 -1.430 1.480 0.198
H 0.609 -1.975 0.701 0.201
H 2.169 1.073 1.564 0.188
H 0.669 2.112 1.418 0.203
H 1.687 1.605 -0.043 0.231
H -0.448 -0.981 2.823 0.206
H 1.021 -0.306 3.461 0.185
H -0.503 0.608 3.054 0.212
H -2.936 -0.007 -0.704 0.406
H -0.222 -0.993 -3.223 0.056



No. 4
47
Properties=species:S:1:pos:R:3:nbo_charge:R:1 method="wB97M-V/def2-TZVPD" e_above_lowest_kj_mol=0.00 smiles="Cc1nccn1CCCN1C(=O)OC2(CCCCC2)[C@]1(C)O" total_charge=0 homo_energy_ev=-8.756 orbital_gap_ev=9.38
C -4.121 -0.911 1.899 -0.657
C -4.222 -0.624 0.446 0.348
N -4.604 -1.489 -0.458 -0.469
C -4.588 -0.830 -1.647 -0.097
C -4.185 0.457 -1.457 -0.121
N -3.953 0.591 -0.112 -0.352
C -3.399 1.753 0.531 -0.208
C -1.888 1.611 0.739 -0.409
C -1.148 1.453 -0.594 -0.225
N 0.221 1.043 -0.395 -0.496
C 1.232 1.965 -0.378 0.901
O 1.094 3.156 -0.352 -0.625
O 2.413 1.335 -0.366 -0.510
C 2.238 -0.087 -0.301 0.272
C 3.172 -0.752 -1.313 -0.423
C 4.631 -0.454 -0.984 -0.400
C 4.974 -0.913 0.428 -0.396
C 4.059 -0.214 1.426 -0.402
C 2.597 -0.533 1.123 -0.419
C 0.725 -0.292 -0.652 0.404
C -0.013 -1.347 0.170 -0.651
O 0.628 -0.608 -2.021 -0.721
H -4.530 -1.901 2.078 0.251
H -3.087 -0.892 2.240 0.216
H -4.687 -0.181 2.477 0.219
H -4.869 -1.325 -2.554 0.208
H -4.061 1.275 -2.136 0.217
H -3.890 1.895 1.498 0.215
H -3.607 2.623 -0.096 0.213
H -1.507 2.492 1.255 0.228
H -1.689 0.739 1.364 0.201
H -1.651 0.711 -1.220 0.199
H -1.137 2.412 -1.122 0.232
H 2.930 -0.385 -2.309 0.238
H 2.986 -1.827 -1.290 0.209
H 4.795 0.621 -1.064 0.211
H 5.272 -0.954 -1.713 0.210
H 6.016 -0.680 0.653 0.211
H 4.846 -1.995 0.506 0.189
H 4.208 0.864 1.360 0.214
H 4.293 -0.531 2.445 0.209
H 2.432 -1.606 1.217 0.207
H 1.956 -0.009 1.836 0.213
H 0.440 -2.320 -0.005 0.228
H -1.054 -1.394 -0.146 0.219
H 0.019 -1.119 1.230 0.223
H -0.287 -0.821 -2.239 0.476



No. 5
21
Properties=species:S:1:pos:R:3:nbo_charge:R:1 method="wB97M-V/def2-TZVPD" e_above_lowest_kj_mol=205.01 multiplicity=3 s_squared=2.01 total_charge=+1 homo_energy_ev="-11.239 / -13.802" orbital_gap_ev="8.21 / 8.82"
C -1.687 0.094 0.699 -0.314
C -1.509 1.562 0.086 -0.211
C 0.614 0.613 -0.733 0.268
C -0.721 -1.999 0.202 -0.493
C 2.675 -0.512 -0.253 -0.269
N -1.246 -0.790 -0.264 -0.247
N -0.038 1.721 -0.096 -0.548
O 1.643 0.277 0.068 -0.502
H -1.401 -0.033 1.763 0.214
H -2.784 0.098 0.674 0.255
H -1.911 1.578 -0.849 0.223
H -1.983 2.336 0.704 0.243
H 0.698 0.651 -1.762 0.183
H 0.233 -2.298 -0.265 0.226
H -0.730 -2.162 1.240 0.196
H -1.414 -2.857 -0.194 0.258
H 3.416 0.041 -0.769 0.204
H 2.520 -1.437 -0.996 0.189
H 2.896 -1.077 0.683 0.225
H 0.202 2.453 -0.717 0.438
H 0.525 1.742 0.779 0.460



No. 6
117
Properties=species:S:1:pos:R:3:mulliken_charge:R:1 method="wB97M-V/def2-TZVPD" total_charge=-1 homo_energy_ev=-3.553 orbital_gap_ev=5.14
C 2.410 6.333 -3.371 -0.765
C 3.634 5.919 -3.631 -0.497
P 4.082 4.086 -3.135 0.791
C 5.413 4.705 -1.901 -1.110
C 5.853 3.666 -0.854 -0.831
C 4.758 2.888 -0.079 0.097
S 4.418 3.610 1.570 -0.310
C 2.651 3.919 1.773 0.210
S 1.838 2.881 2.775 -0.348
N 1.994 4.970 1.226 0.095
C 2.821 5.865 0.406 0.476
C 2.207 7.293 0.331 -0.968
C 0.701 4.634 0.611 -0.201
C 0.678 3.442 -0.374 -0.520
H 2.187 7.319 -2.973 0.372
H 1.570 5.662 -3.536 0.297
H 4.340 6.592 -4.125 0.377
H 5.020 4.031 -4.268 0.031
H 4.366 2.711 -2.782 -0.716
H 3.095 4.220 -2.066 -0.596
H 2.977 3.593 -4.007 0.058
H 5.134 5.653 -1.439 0.398
H 6.306 4.935 -2.494 0.540
H 6.413 4.214 -0.090 0.396
H 6.568 2.976 -1.302 0.228
H 3.857 2.700 -0.648 -0.116
H 5.179 1.906 0.134 0.371
H 3.807 5.997 0.820 0.686
H 2.913 5.478 -0.608 -0.558
H 2.820 7.958 0.939 0.333
H 1.241 7.279 0.820 0.114
H 2.156 7.672 -0.682 0.109
H -0.007 4.402 1.398 0.695
H 0.275 5.486 0.103 -0.459
H 1.630 2.947 -0.508 -0.091
H -0.084 2.733 -0.057 0.147
H 0.377 3.785 -1.360 0.424
Cl 4.886 0.374 -3.342 -0.215
C 6.292 -0.202 -2.429 -0.249
C 7.534 -0.268 -3.279 -0.537
Cl 7.439 -1.553 -4.516 -0.199
H 6.046 -1.174 -2.005 0.380
H 6.446 0.501 -1.610 0.061
H 8.398 -0.495 -2.655 0.355
H 7.715 0.675 -3.789 0.328
Cl 0.797 -0.537 -0.291 -0.139
C 0.637 -0.206 1.452 -0.118
C 0.745 -1.457 2.282 -0.590
Cl -0.655 -2.540 2.052 -0.134
H -0.314 0.298 1.612 0.341
H 1.437 0.484 1.719 -0.107
H 0.772 -1.196 3.339 0.320
H 1.645 -2.019 2.043 0.358
Cl -1.390 -8.846 0.118 -0.231
C -1.481 -7.209 0.832 -0.402
C -0.604 -6.230 0.089 -0.039
Cl 1.129 -6.582 0.320 -0.213
H -1.195 -7.280 1.880 0.439
H -2.519 -6.905 0.783 0.259
H -0.770 -5.222 0.458 -0.085
H -0.811 -6.242 -0.978 0.363
Cl -3.177 -4.527 1.144 -0.148
C -4.775 -3.884 0.691 -0.608
C -5.339 -2.974 1.753 -0.337
Cl -5.784 -3.868 3.231 -0.219
H -5.435 -4.727 0.494 0.354
H -4.641 -3.330 -0.237 0.314
H -6.247 -2.499 1.385 0.359
H -4.631 -2.195 2.031 0.232
Cl 1.997 -2.225 -3.593 -0.132
C 2.901 -2.539 -5.094 -0.080
C 3.300 -3.986 -5.228 -0.371
Cl 4.535 -4.463 -4.034 -0.206
H 3.769 -1.882 -5.105 0.236
H 2.249 -2.263 -5.920 -0.034
H 3.730 -4.157 -6.214 0.281
H 2.445 -4.648 -5.107 0.298
Cl -5.046 -0.201 4.622 -0.200
C -4.624 -1.474 5.800 -0.147
C -3.137 -1.573 6.025 -0.628
Cl -2.287 -2.193 4.587 -0.078
H -5.035 -2.412 5.437 0.156
H -5.124 -1.218 6.730 0.233
H -2.939 -2.268 6.841 0.315
H -2.703 -0.609 6.283 0.333
Cl -0.983 -5.204 -8.656 -0.188
C -1.116 -3.608 -7.873 -0.403
C -0.263 -2.568 -8.553 -0.495
Cl 1.477 -2.870 -8.322 -0.168
H -0.843 -3.723 -6.827 0.299
H -2.163 -3.314 -7.926 0.298
H -0.473 -1.587 -8.128 0.286
H -0.457 -2.528 -9.622 0.383
Cl -2.672 6.392 2.385 -0.168
C -2.427 8.120 2.033 -0.516
C -2.519 8.419 0.557 -0.521
Cl -1.151 7.729 -0.347 -0.110
H -1.461 8.412 2.437 0.313
H -3.204 8.666 2.566 0.359
H -2.495 9.496 0.398 0.290
H -3.439 8.028 0.129 0.331
Cl -4.624 -9.127 2.455 -0.184
C -3.164 -9.725 3.282 -0.198
C -3.277 -11.180 3.657 -0.465
Cl -4.480 -11.456 4.945 -0.196
H -2.993 -9.100 4.155 0.325
H -2.332 -9.590 2.592 0.056
H -2.320 -11.535 4.036 0.307
H -3.556 -11.789 2.801 0.328
Cl -9.274 1.336 7.799 -0.194
C -8.831 0.646 6.215 -0.327
C -8.953 -0.855 6.196 -0.437
Cl -7.722 -1.640 7.218 -0.185
H -7.819 0.965 5.979 0.209
H -9.509 1.078 5.481 0.314
H -8.801 -1.222 5.181 0.247
H -9.931 -1.183 6.538 0.383